Entry 1:
This record from the OMol25 dataset describes an isolated ion of composition C6H10NO and charge +1 in a non-equilibrium geometry. The level of theory is ωB97M-V/def2-TZVPD.

Last columns: bonded neighbours and bond lengths (Å).
Element x y z (Å)
1 C -0.423 -1.041 -1.370  C4 1.786, C8 1.351, O10 1.293, N12 1.436
2 H 0.847 2.494 -0.039  C18 1.094
3 H 1.044 0.161 2.294  C16 1.091
4 C -1.043 -1.709 0.166  C1 1.786, C8 1.366, N12 1.552
5 H -1.363 -0.448 -2.887  O10 0.954
6 C 0.018 0.712 0.539  N12 1.510, C16 1.492, H17 1.120, C18 1.501
7 H 0.879 -1.032 0.352  N12 0.980
8 C -0.913 -2.265 -1.075  C1 1.351, C4 1.366, H9 1.120
9 H -1.257 -3.164 -1.647  C8 1.120
10 O -0.690 -0.159 -2.276  C1 1.293, H5 0.954
11 H 2.185 1.514 0.223  C18 1.044
12 N 0.078 -0.664 -0.078  C1 1.436, C4 1.552, C6 1.510, H7 0.980
13 H -0.717 -0.133 2.220  C16 1.067
14 H 1.201 1.249 -1.102  C18 1.067
15 H -0.119 1.496 2.624  C16 1.125
16 C 0.067 0.563 2.023  H3 1.091, C6 1.492, H13 1.067, H15 1.125
17 H -0.973 0.970 0.087  C6 1.120
18 C 1.181 1.453 -0.055  H2 1.094, C6 1.501, H11 1.044, H14 1.067

Charge: +1
Strongest force on any atom: 3.66 eV/Å
SMILES string: CC(C)[N@H+]1C2=C[C@]21O
LUMO: -0.1491 Eh
Gap between HOMO and LUMO: 10.310 eV
Total energy: -364.178787 Ha
Energy relative to the best compared isomer or geometry (same formula, charge and spin): 442.3 kJ/mol

=====

Entry 2:
This record from the OMol25 dataset describes a 2-piece molecular cluster, C6H10NO overall in a non-equilibrium geometry. The level of theory is ωB97M-V/def2-TZVPD.

Last columns: bonded neighbours and bond lengths (Å).
Element x y z (Å)
1 C -0.904 -1.372 0.102  C6 1.198, C18 1.422
2 C 2.881 -1.481 -0.073  H3 1.160, O7 1.186, H9 1.122
3 H 3.295 -2.309 0.624  C2 1.160
4 C -1.250 2.222 0.966  H12 1.189, H15 1.164, H16 1.096, N17 1.410
5 C -0.255 0.455 -1.326  H10 1.032, H13 1.127, H14 1.184, C18 1.511
6 C -0.911 -2.569 0.042  C1 1.198, H8 1.037
7 O 2.034 -0.726 0.273  C2 1.186
8 H -0.648 -3.571 -0.006  C6 1.037
9 H 3.469 -1.270 -1.005  C2 1.122
10 H -1.116 0.647 -1.862  C5 1.032
11 H -1.804 0.254 1.625  N17 1.038
12 H -1.772 2.754 1.893  C4 1.189
13 H 0.499 1.289 -1.251  C5 1.127
14 H 0.476 -0.296 -1.878  C5 1.184
15 H -0.117 2.474 0.883  C4 1.164
16 H -1.728 2.642 0.074  C4 1.096
17 N -1.265 0.812 0.936  C4 1.410, H11 1.038, C18 1.281
18 C -0.886 0.045 -0.017  C1 1.422, C5 1.511, N17 1.281

Charge: +1
Strongest force on any atom: 4.05 eV/Å
LUMO: -0.1784 Eh
Gap between HOMO and LUMO: 8.674 eV
Total energy: -364.224679 Ha
Energy relative to the best compared isomer or geometry (same formula, charge and spin): 321.8 kJ/mol

=====

Entry 3:
This record from the OMol25 dataset describes an isolated ion of composition C6H10NO and charge +1 in a non-equilibrium geometry. The level of theory is ωB97M-V/def2-TZVPD.

Last columns: bonded neighbours and bond lengths (Å).
Element x y z (Å)
1 H 2.457 -2.592 0.364  C10 1.077
2 H -2.821 -2.071 -0.429  C11 1.073
3 C 0.377 0.351 -0.233  N6 1.431, H7 1.102, C13 1.551, C18 1.536
4 H -0.126 1.467 1.551  C18 1.087
5 H 2.230 1.106 -1.164  C13 1.093
6 N 0.143 -0.850 0.509  C3 1.431, C12 1.346
7 H 0.016 0.267 -1.271  C3 1.102
8 H 2.215 1.231 0.610  C13 1.097
9 H -1.382 1.492 0.314  C18 1.086
10 C 2.012 -1.637 0.139  H1 1.077, O17 1.225
11 C -1.987 -1.397 -0.422  H2 1.073, C12 1.344, H14 1.076
12 C -0.880 -1.693 0.280  N6 1.346, C11 1.344, H15 1.082
13 C 1.905 0.615 -0.243  C3 1.551, H5 1.093, H8 1.097, O17 1.430
14 H -2.122 -0.461 -0.935  C11 1.076
15 H -0.806 -2.621 0.832  C12 1.082
16 H 0.070 2.468 0.097  C18 1.087
17 O 2.632 -0.610 -0.110  C10 1.225, C13 1.430
18 C -0.309 1.525 0.481  C3 1.536, H4 1.087, H9 1.086, H16 1.087

Charge: +1
Strongest force on any atom: 4.76 eV/Å
LUMO (spin up / spin down): -0.2083 / -0.2078 Eh
Gap between HOMO and LUMO (spin up / spin down): 7.418 / 7.441 eV
Total energy: -364.189231 Ha
Energy relative to the best compared isomer or geometry (same formula, charge and spin): 414.9 kJ/mol

=====

Entry 4:
This record from the OMol25 dataset describes an isolated ion of composition C6H10NO2 and charge +1 in a non-equilibrium geometry. The level of theory is ωB97M-V/def2-TZVPD.

Last columns: bonded neighbours and bond lengths (Å).
Element x y z (Å)
1 N -0.628 -1.300 0.524  H9 0.990, C12 1.489, C14 1.460, H18 1.052
2 H 0.739 -0.619 1.976  C14 1.002
3 C 2.319 0.590 -0.281  O15 1.426, H16 1.203, H17 1.189, C19 1.476
4 H -1.338 1.731 -0.782  C11 1.101
5 H -0.162 1.662 1.408  C6 1.059
6 C 0.242 1.138 0.581  H5 1.059, C11 1.570, C14 1.806, O15 1.416
7 O 2.118 -1.774 -0.422  C19 1.194
8 H -2.251 -0.115 0.350  C12 1.067
9 H -1.150 -1.657 1.285  N1 0.990
10 H 0.027 0.614 -1.579  C11 1.136
11 C -0.634 0.889 -0.697  H4 1.101, C6 1.570, H10 1.136, C12 1.573
12 C -1.461 -0.392 -0.311  N1 1.489, H8 1.067, C11 1.573, H13 1.018
13 H -1.669 -0.885 -1.177  C12 1.018
14 C 0.561 -0.592 0.991  N1 1.460, H2 1.002, C6 1.806, C19 1.553
15 O 1.490 1.662 0.163  C3 1.426, C6 1.416
16 H 2.552 0.539 -1.460  C3 1.203
17 H 3.412 0.786 0.145  C3 1.189
18 H -0.328 -1.994 -0.206  N1 1.052
19 C 1.835 -0.747 0.118  C3 1.476, O7 1.194, C14 1.553

Charge: +1
Strongest force on any atom: 5.67 eV/Å
SMILES string: O=C1CO[C@H]2CC[NH2+][C@@H]12
LUMO: -0.1352 Eh
Gap between HOMO and LUMO: 10.566 eV
Total energy: -439.521883 Ha
Energy relative to the best compared isomer or geometry (same formula, charge and spin): 110.6 kJ/mol